118
Properties=species:S:1:pos:R:3:forces:R:3:lowdin_charge:R:1 method="wB97M-V/def2-TZVPD" energy_ev=-79363.069 total_charge=+3 homo_lumo_gap_ev=3.200
Hf 22.3981 -23.4043 -21.9114 -2.908 5.213 4.461 2.1788
C 19.9924 -20.5642 -18.9201 0.246 -0.061 -0.567 -0.6600
F 20.9889 -19.7489 -19.2638 -0.131 -0.016 0.026 0.1676
F 19.6541 -20.3822 -17.6747 -0.140 0.080 0.126 0.2195
F 18.9633 -20.3804 -19.7416 0.016 0.089 0.127 0.1587
S 20.5782 -22.3021 -19.1032 -0.543 -0.391 0.176 0.6157
O 21.6998 -22.4151 -18.2332 0.340 -0.067 0.540 -0.2594
O 19.4669 -23.1680 -18.9083 -0.087 0.217 0.027 -0.2211
O 21.0415 -22.3827 -20.5425 0.840 -0.214 -1.651 -0.4421
C 19.4286 -25.6614 -16.6485 -0.468 0.306 -0.589 -0.1517
O 20.4429 -26.6253 -16.9055 0.417 0.236 -0.246 -0.1151
H 19.8729 -24.7886 -16.1719 0.200 -0.211 0.282 0.0880
H 18.9697 -25.2860 -17.5789 0.249 -0.330 0.343 0.0300
H 18.6097 -26.0513 -16.0439 0.306 -0.040 0.186 0.0817
H 20.0681 -27.3832 -17.3643 -0.239 -0.047 0.246 0.0888
C 24.2457 -20.5601 -21.2867 -0.288 1.022 0.755 -0.0310
O 23.0206 -21.1744 -21.8012 0.657 -1.037 -0.560 -0.2799
H 24.0021 -20.0804 -20.3358 0.078 -0.491 0.179 0.0986
H 25.0333 -21.2907 -21.1539 0.007 -0.107 -0.139 0.0849
H 24.5653 -19.7240 -21.9117 0.004 -0.457 -0.483 0.1098
H 22.4730 -20.4130 -22.1766 -0.306 -0.179 0.160 0.0645
C 25.4629 -20.7158 -17.5429 -0.142 -0.746 0.104 -0.1071
O 24.2648 -21.3300 -18.0508 0.824 0.850 -2.192 -0.2329
H 26.1010 -20.4490 -18.3812 -0.036 0.247 -0.024 0.0743
H 25.2334 -19.8615 -16.9092 -0.022 0.228 -0.238 0.0848
H 26.0185 -21.4206 -16.9154 -0.032 -0.021 -0.064 0.0832
H 23.6832 -21.4286 -17.2645 0.971 -0.035 0.247 -0.0448
C 20.4357 -18.5677 -22.4762 0.198 0.127 -0.287 -0.0558
O 21.7970 -19.0015 -22.7223 0.143 -0.439 -0.055 -0.1334
H 19.8452 -18.6152 -23.3924 0.011 -0.005 0.023 0.0889
H 20.0333 -19.2499 -21.7439 -0.141 -0.069 0.183 0.0588
H 20.4221 -17.5500 -22.0938 0.016 -0.020 0.073 0.1095
H 22.2142 -18.4613 -23.4022 -0.108 0.259 0.142 0.1191
C 24.3090 -24.7659 -18.0302 -0.215 -0.927 -0.068 0.0084
C 23.5541 -24.7566 -19.3397 -0.392 0.100 -0.909 -0.3388
C 22.1455 -25.3062 -19.2648 0.790 0.051 0.906 -0.1404
O 21.4564 -24.8945 -20.4720 0.665 -0.449 -1.504 -0.3574
C 20.1644 -25.5854 -20.6641 -0.017 -0.326 -0.025 0.0020
N 23.5414 -23.3216 -19.9421 1.459 -1.528 -0.172 -0.0261
H 24.4769 -25.8066 -17.7375 -0.012 0.024 -0.038 0.1176
H 23.7035 -24.3294 -17.2372 0.270 0.359 -0.063 0.0897
H 25.2955 -24.3242 -18.1521 -0.075 0.280 0.248 0.1064
H 24.0414 -25.4066 -20.0910 0.359 0.377 0.120 0.1506
H 21.6278 -24.9648 -18.3679 -0.396 0.086 -0.297 0.1223
H 22.2167 -26.3922 -19.2067 -0.263 -0.035 -0.161 0.1605
H 19.4588 -24.8688 -21.0778 0.143 0.062 -0.086 0.0777
H 19.7815 -25.9214 -19.7020 0.084 0.214 0.076 0.0849
H 20.2994 -26.4637 -21.2943 0.136 0.128 -0.122 0.1192
H 23.2745 -22.6705 -19.1570 -0.297 0.127 -0.670 0.0711
H 24.5614 -23.1586 -19.8982 -0.308 0.409 -0.581 0.1163
C 21.4291 -21.3915 -14.4734 0.267 0.250 -0.822 -0.0271
C 22.7839 -20.9310 -15.0394 -0.180 -0.220 0.776 -0.3721
C 23.7652 -20.6453 -13.9072 0.064 -0.569 -0.296 -0.2437
O 23.2308 -19.6281 -13.1395 -0.070 0.462 0.127 -0.1785
C 24.0896 -19.1980 -12.0947 -0.290 0.351 0.169 -0.0723
N 23.3853 -21.9588 -15.9174 -1.057 -0.037 1.414 0.0342
H 21.5483 -22.3925 -14.0550 -0.092 0.097 0.265 0.0888
H 20.7040 -21.4580 -15.2936 -0.013 -0.061 0.088 0.0611
H 21.0387 -20.6828 -13.7488 0.060 -0.110 0.166 0.0885
H 22.6836 -19.9867 -15.5859 -0.117 -0.176 -0.204 0.1499
H 24.7458 -20.3605 -14.3180 -0.004 -0.057 0.011 0.1249
H 23.8967 -21.5796 -13.3261 0.081 0.152 0.035 0.1419
H 23.7171 -18.2377 -11.7416 -0.111 -0.063 -0.031 0.0953
H 25.1070 -19.0267 -12.4574 0.046 -0.265 0.060 0.0917
H 24.0460 -19.9002 -11.2589 0.310 -0.073 -0.064 0.0975
H 23.6907 -22.7525 -15.3598 0.111 0.119 -0.001 0.1194
H 22.6672 -22.3042 -16.5422 -0.497 -0.428 0.638 0.0410
C 16.8491 -19.0616 -22.1745 0.548 0.985 0.076 -0.0847
C 15.4150 -18.5910 -22.0147 -0.506 -1.207 -0.102 -0.4361
C 15.2603 -17.1236 -22.3449 -0.452 0.078 0.104 -0.2363
O 16.0336 -16.3789 -21.4523 0.479 0.269 0.178 -0.1958
C 16.0740 -14.9986 -21.7743 -0.181 -0.065 -0.255 -0.0887
N 14.5225 -19.4693 -22.8097 0.294 0.637 -0.289 0.0361
H 17.0243 -20.0532 -21.7585 -0.156 -0.143 -0.234 0.0576
H 17.4870 -18.3474 -21.6372 -0.057 -0.165 0.107 0.0717
H 17.1658 -18.9588 -23.2236 -0.143 -0.429 0.004 0.0789
H 15.1202 -18.7814 -20.9783 0.082 0.384 0.059 0.1440
H 14.2022 -16.8461 -22.2201 0.039 -0.027 -0.217 0.1372
H 15.5467 -16.9248 -23.3926 0.010 -0.056 0.067 0.1352
H 16.5742 -14.8448 -22.7404 0.016 0.030 0.115 0.0899
H 16.6160 -14.4891 -20.9854 0.057 0.020 0.034 0.0896
H 15.0659 -14.5755 -21.8511 0.037 -0.048 0.087 0.0963
H 14.7773 -19.3782 -23.7944 -0.020 -0.105 0.115 0.0693
H 13.5753 -19.0950 -22.7707 0.040 -0.212 0.148 0.0781
C 16.3363 -25.5931 -17.3596 -0.580 -0.441 -0.442 -0.0531
C 16.2343 -25.1512 -18.8336 0.841 -0.304 1.080 -0.3695
C 15.8797 -23.6853 -18.9212 0.210 0.588 -1.026 -0.2575
O 14.7347 -23.3947 -18.1954 0.005 -0.227 0.105 -0.1580
C 14.2485 -22.1018 -18.4471 -0.469 0.357 -0.425 -0.0964
N 17.5455 -25.4057 -19.4912 -0.179 0.390 -0.689 0.0191
H 16.8929 -24.8968 -16.7309 -0.124 0.109 -0.144 0.0760
H 16.8080 -26.5765 -17.3115 0.035 0.079 -0.035 0.0779
H 15.3351 -25.7219 -16.9480 0.042 0.259 0.066 0.0919
H 15.4901 -25.7691 -19.3327 -0.051 0.055 -0.036 0.1502
H 15.7510 -23.4057 -19.9928 -0.177 -0.153 0.207 0.1268
H 16.7410 -23.0587 -18.6056 -0.096 -0.222 0.325 0.1196
H 13.2650 -22.0171 -17.9910 0.121 0.005 0.216 0.0984
H 14.0967 -21.9415 -19.5275 0.168 -0.030 0.133 0.0897
H 14.9108 -21.3145 -18.0621 0.001 -0.146 0.043 0.0910
H 18.1816 -24.6315 -19.2935 -0.518 -0.168 0.217 -0.0020
H 17.4198 -25.3476 -20.5055 -0.258 -0.163 0.196 0.0735
C 22.4674 -21.4811 -26.2116 0.602 0.363 -0.313 -0.0081
C 22.2977 -21.5793 -24.7012 -0.045 0.508 -0.061 -0.3745
C 20.8492 -21.6824 -24.3362 -0.457 -0.592 -0.953 -0.1807
O 20.6648 -21.9463 -22.9433 0.412 -1.012 -0.052 -0.3072
C 19.2302 -22.1589 -22.7080 -0.253 -0.173 -0.008 0.0021
N 23.0410 -22.7762 -24.1087 0.359 -0.834 -0.667 -0.0348
H 23.4890 -21.7249 -26.5260 -0.117 -0.256 0.137 0.1057
H 22.3927 -20.4370 -26.5254 -0.336 -0.043 0.109 0.1108
H 21.7590 -22.0609 -26.8026 0.003 -0.155 0.156 0.1056
H 22.7077 -20.6723 -24.2671 0.232 -0.242 0.263 0.1243
H 20.3843 -22.4965 -24.9174 0.092 -0.006 0.149 0.1508
H 20.3076 -20.7877 -24.6483 0.126 0.183 0.294 0.1554
H 19.0513 -22.2389 -21.6457 0.096 0.030 0.069 0.0759
H 18.9125 -23.0703 -23.2215 0.046 0.048 -0.009 0.1144
H 18.6655 -21.3170 -23.1070 0.164 0.097 0.015 0.1029
H 24.0410 -22.5401 -24.1941 -0.200 0.047 0.338 0.1308
H 22.9738 -23.4734 -24.8706 -0.153 -0.116 0.454 0.1310